ORCA calculation (ωB97M-V/def2-TZVPD) on one molecule with the formula CH3NO2S2 in a non-equilibrium geometry.

- frontier orbital gap (eV) = 9.53
- E_HOMO (Eh) = -0.3597
- LUMO (hartree) = -0.009
- SMILES = N[S@@](=O)(=S)C=O

Each atom is followed by the atoms it is bonded to, with distances in Å.
Atoms and positions in Å:
1 C -1.979 0.574 1.310  O3 1.181, S6 1.888, H7 1.040
2 N 0.104 -0.014 -0.245  S6 1.774, H8 1.089, H9 1.037
3 O -1.495 0.992 2.303  C1 1.181
4 O -0.693 2.504 -0.013  S6 1.444
5 S -2.317 0.918 -1.800  S6 1.887
6 S -1.204 1.184 -0.300  C1 1.888, N2 1.774, O4 1.444, S5 1.887
7 H -2.721 -0.153 1.252  C1 1.040
8 H 0.076 -0.687 -1.101  N2 1.089
9 H 0.988 0.523 -0.175  N2 1.037